ORCA calculation (the ωB97M-V functional and the def2-TZVPD basis) on 14 unconnected molecules or ions with the total composition C52H90Cl24N6O4 at a distorted geometry.

```
176
Properties=species:S:1:pos:R:3:forces:R:3
C 6.939371 -3.010360 -8.839622 0.7 -1.1 -1.1
Cl 5.294891 -2.964930 -9.587102 1.0 0.1 0.9
Cl 8.097161 -3.643740 -10.129912 -0.7 0.8 0.6
Cl 7.151371 -4.132100 -7.477442 -0.7 0.4 -0.1
H 7.286351 -2.030430 -8.511842 -0.4 -0.1 -0.3
C 7.662411 8.024980 -2.455412 -0.3 1.1 0.1
Cl 7.720991 8.727150 -4.099072 -0.1 -0.3 0.3
Cl 9.131891 7.192820 -2.076642 0.6 -0.4 0.1
Cl 6.262781 7.020690 -2.174172 -0.3 -0.3 -0.2
H 7.556281 8.862360 -1.765752 0.2 -0.1 -0.2
C -2.088659 9.381180 -1.041832 -0.1 -0.1 0.1
Cl -1.904359 10.365060 0.443808 0.3 -0.1 -0.8
Cl -1.207029 10.008670 -2.509612 -0.8 -0.3 1.3
Cl -3.842499 9.143610 -1.286852 0.6 0.2 -0.4
H -1.683299 8.392440 -0.826962 0.1 0.4 -0.1
C -3.200929 4.947400 7.581998 0.1 -0.8 0.7
Cl -1.992339 3.580180 7.695268 -0.5 1.0 -0.4
Cl -2.793489 6.245870 6.481368 0.2 -0.4 0.0
Cl -3.450889 5.585850 9.226098 0.0 -0.1 -0.4
H -4.125909 4.469880 7.258738 0.2 0.3 0.0
C -7.397559 -3.640470 -10.670762 0.6 -1.2 -0.9
Cl -6.923409 -5.006150 -9.633482 -0.4 0.1 -0.1
Cl -8.033829 -4.310880 -12.276782 0.4 0.7 1.3
Cl -5.901639 -2.711380 -10.964122 -0.9 0.2 0.0
H -8.198149 -3.099380 -10.166392 0.4 0.2 -0.4
C -1.665119 -9.127000 -5.993872 -0.7 -0.5 -0.6
Cl -2.384799 -8.225090 -4.673152 0.2 -0.1 0.4
Cl -0.867779 -10.646220 -5.508392 0.1 0.6 0.1
Cl -0.666929 -8.069030 -6.980572 0.3 -0.2 0.1
H -2.500759 -9.454430 -6.612422 0.3 0.2 0.0
C -9.517339 -3.879990 -1.795662 -0.1 0.8 -0.3
Cl -8.282709 -2.991150 -2.758442 -0.4 -0.5 0.3
Cl -9.507499 -5.622500 -2.125372 0.1 0.7 0.2
Cl -11.129299 -3.154080 -2.104102 0.4 -0.4 0.0
H -9.303359 -3.636980 -0.754862 0.1 -0.6 -0.2
C -8.363499 5.096120 -6.768962 0.9 -0.2 0.0
Cl -8.406969 4.765610 -8.545122 -0.2 0.4 1.0
Cl -9.256899 3.904820 -5.850432 -0.8 -0.1 0.0
Cl -8.768179 6.779930 -6.318332 0.1 -0.8 -0.4
H -7.357209 4.862840 -6.421042 0.0 0.7 -0.5
C -9.764529 10.159750 3.106738 -0.6 -1.1 -0.4
C -10.956869 9.146430 2.850228 -1.0 1.8 0.3
C -11.670389 9.599260 1.517268 0.6 0.6 -0.4
C -12.581069 8.618160 0.796998 0.9 0.1 0.4
C -11.783479 7.344430 0.633638 -0.5 -0.6 0.7
C -11.239069 6.724940 1.981478 -1.0 0.2 -3.3
N -10.460349 7.771250 2.701148 2.1 -2.4 3.3
O -9.652799 7.280380 3.744138 -2.8 1.8 -3.5
C -12.458269 6.212020 2.745798 0.1 0.4 0.5
C -10.397909 5.500950 1.488428 0.2 0.6 1.8
C -11.994789 9.368180 4.027518 0.8 -0.8 -0.2
H -10.064209 11.147330 2.756058 -0.1 0.0 0.2
H -8.885859 9.871580 2.529658 0.0 -0.1 0.0
H -9.481959 10.180500 4.159268 -0.1 0.0 -0.1
H -12.265189 10.503640 1.645268 0.3 0.2 0.7
H -10.839609 9.903130 0.880438 0.0 -0.1 -0.4
H -12.897189 8.929200 -0.198702 0.2 0.5 0.0
H -13.502559 8.580870 1.378028 -0.1 -0.7 0.1
H -10.947769 7.485790 -0.051702 0.1 0.3 0.0
H -12.431259 6.611650 0.152438 0.1 -0.4 0.1
H -13.357329 6.817190 2.629388 0.3 0.6 0.2
H -12.831489 5.266190 2.353108 0.6 -0.4 0.3
H -12.141189 6.202930 3.788628 -0.5 -0.6 0.2
H -9.477809 5.772120 0.970748 0.0 0.2 0.2
H -10.184829 4.993260 2.429158 0.6 -0.5 -0.3
H -10.938359 4.806860 0.844798 -0.4 0.4 0.1
H -12.236779 10.426490 4.125128 0.0 0.0 -0.3
H -11.566669 9.073410 4.985598 0.2 -0.1 0.0
H -12.901059 8.777140 3.895478 -0.1 0.1 -0.1
C -2.386479 1.129670 -0.606572 -1.1 2.5 0.7
C -1.071109 0.757050 -1.160332 0.8 -1.2 1.0
C -1.011619 -0.762910 -0.894612 1.8 -0.8 -0.3
C 0.155851 -1.495250 -1.542062 0.6 0.0 -0.7
C 0.094901 -1.308040 -3.055722 -0.4 1.3 1.9
C -0.020779 0.244750 -3.433062 1.0 -2.0 -1.3
N -1.067119 0.939740 -2.641522 0.1 4.8 -0.5
O -1.337799 2.332910 -3.032792 1.2 -5.6 1.3
C 1.419401 0.833800 -3.276852 -0.8 0.6 0.0
C -0.455789 0.134210 -4.904422 -0.4 1.5 -0.3
C 0.059381 1.551180 -0.364082 -1.0 -0.4 -1.4
H -3.251649 0.759470 -1.156602 0.1 0.0 0.0
H -2.374429 2.218540 -0.558442 -0.7 0.4 -0.8
H -2.505899 1.000890 0.469188 0.3 -1.1 0.0
H -0.817439 -0.996930 0.152108 -1.1 0.5 0.4
H -1.922429 -1.193440 -1.310742 -0.2 -0.1 0.5
H 0.209101 -2.567380 -1.352812 -0.7 -0.2 0.2
H 1.122671 -1.209140 -1.127932 0.1 0.6 0.0
H -0.832979 -1.823480 -3.303652 0.2 -0.1 -0.8
H 1.005601 -1.754910 -3.454512 -0.3 0.2 -0.7
H 2.102781 0.567760 -4.083272 -0.3 -0.5 -0.1
H 1.392671 1.922610 -3.320212 -0.2 0.1 0.2
H 1.856761 0.531380 -2.325352 0.0 0.1 -0.1
H 0.284191 -0.341080 -5.548342 0.0 -0.4 0.4
H -1.429609 -0.350260 -4.975592 0.2 -0.3 0.0
H -0.626029 1.107500 -5.364672 0.1 0.3 0.2
H 0.955021 0.932240 -0.417292 0.2 0.6 0.3
H -0.239559 1.822290 0.648458 -0.1 -0.8 0.2
H 0.163181 2.538280 -0.814602 0.4 -0.2 -0.4
C 8.508051 2.078500 4.002038 1.1 -0.8 0.7
C 8.193181 0.999090 5.119628 -2.5 0.2 -0.7
C 7.790861 -0.354790 4.462938 1.4 -1.4 -0.9
C 9.002891 -1.275510 4.082208 -0.5 1.7 1.2
C 9.969121 -1.339090 5.276708 0.5 -1.4 -0.7
C 10.479741 -0.044010 5.880918 0.1 -0.4 0.5
N 9.234341 0.766480 6.197398 1.3 4.4 1.1
O 9.466901 1.924780 6.990308 -0.8 -4.1 -2.8
C 11.272591 -0.390290 7.171858 -0.4 0.1 -0.8
C 11.485241 0.593120 4.919538 -1.0 0.5 -0.5
C 6.832661 1.409150 5.771688 1.1 0.3 1.4
H 9.203981 2.815800 4.402258 0.2 -0.1 -0.1
H 7.686161 2.664300 3.590418 -0.5 -0.5 0.5
H 8.935931 1.534980 3.159668 0.4 0.3 -0.1
H 7.117491 -0.942490 5.086848 0.2 0.2 0.5
H 7.227911 -0.257770 3.534628 -0.1 0.8 0.0
H 9.568051 -0.824960 3.266318 -0.1 0.1 -0.2
H 8.664221 -2.246020 3.719548 0.1 -0.1 0.3
H 10.836101 -1.830480 4.835148 0.4 -0.2 0.4
H 9.667621 -1.969510 6.113238 -0.6 -0.2 -0.2
H 12.083301 -1.066640 6.900928 0.0 -0.1 -0.3
H 11.773831 0.498050 7.556218 -0.5 0.0 0.4
H 10.637771 -0.942980 7.864428 0.1 0.5 0.4
H 12.225631 -0.109680 4.537458 0.1 -0.2 0.6
H 10.930851 0.838980 4.013828 0.2 0.8 0.0
H 11.968851 1.441270 5.404178 -0.1 0.2 -0.4
H 6.899661 2.331720 6.348298 0.2 0.2 -0.2
H 6.639721 0.643100 6.522718 -0.5 -0.1 -0.1
H 5.998841 1.531790 5.080458 0.3 -0.4 -0.2
C 4.319181 -9.003530 -0.471702 -0.7 -0.8 -1.0
C 5.169051 -9.411070 0.707178 -0.7 0.6 0.1
C 4.493881 -8.620520 1.913148 0.3 -0.4 -0.1
C 4.960311 -9.048630 3.277118 0.1 -0.4 -0.1
C 4.701871 -10.563700 3.360438 -0.2 0.8 0.7
C 5.380431 -11.438040 2.279608 0.7 -0.6 1.7
N 5.057101 -10.887990 0.930628 1.9 -3.0 -2.9
O 5.496061 -11.739130 -0.167482 -1.7 3.5 4.3
C 6.927861 -11.442350 2.558508 -0.2 -0.3 -0.6
C 4.795001 -12.899460 2.516628 0.5 0.9 -2.2
C 6.605541 -8.942730 0.458038 0.6 0.4 0.7
H 4.583021 -9.528350 -1.389882 0.6 0.4 -0.1
H 4.336091 -7.918290 -0.571982 0.1 -0.1 -0.2
H 3.278641 -9.315110 -0.380712 -0.1 0.1 0.6
H 4.619221 -7.541980 1.817568 0.2 0.0 -0.6
H 3.419791 -8.801460 1.872138 -0.1 -0.1 -0.2
H 4.478881 -8.493100 4.081918 -0.7 -0.2 -0.1
H 5.979681 -8.710270 3.462878 0.5 -0.7 -0.3
H 3.629091 -10.754320 3.330348 -0.3 0.3 -0.4
H 4.907631 -10.851150 4.391528 0.7 -0.7 -0.2
H 7.418791 -12.106250 1.846948 -0.1 -0.1 0.0
H 7.444171 -10.488220 2.452878 -0.4 0.1 0.0
H 7.149171 -11.799750 3.564188 -0.3 -0.1 0.0
H 5.150371 -13.597310 1.758458 0.6 0.1 -0.1
H 5.053401 -13.356920 3.471638 -0.4 0.6 0.2
H 3.748071 -12.847110 2.217778 -0.3 0.0 0.9
H 7.271661 -9.562820 -0.141852 -0.5 -0.5 0.0
H 7.084011 -8.803610 1.427478 0.2 0.1 -0.1
H 6.640281 -7.968090 -0.028772 -0.4 0.1 0.0
N 5.844411 4.025560 -11.934082 0.3 0.2 0.0
C 7.115211 4.491960 -11.809492 1.3 -0.4 -1.6
C 7.342411 4.908270 -10.540212 1.1 0.7 -0.3
C 6.139511 4.823100 -9.895882 -2.6 -0.9 1.3
C 5.213931 4.202150 -10.738192 0.1 0.4 0.4
H 5.440871 3.696680 -12.799592 0.1 0.0 0.4
H 7.790601 4.516860 -12.651892 -0.1 -0.2 0.0
H 8.252951 5.260120 -10.078132 0.0 0.1 -0.4
H 5.960601 5.184950 -8.894152 -0.2 -0.3 0.0
H 4.211531 3.820050 -10.613382 0.1 0.3 0.2
N -7.065099 -3.361370 5.710768 0.0 -0.7 -0.6
C -6.135429 -2.390540 5.828488 1.8 -0.6 0.5
C -4.837099 -3.014110 5.754138 -2.6 0.1 -0.2
C -5.107459 -4.409060 5.507078 -0.5 0.7 -0.1
C -6.480309 -4.569660 5.446778 0.0 0.1 0.4
H -8.060809 -3.252300 5.840248 0.3 0.2 -0.2
H -6.563709 -1.411420 5.984408 0.8 0.3 0.1
H -3.856119 -2.569340 5.833278 -0.3 0.2 0.0
H -4.388379 -5.202280 5.365248 0.0 0.2 0.0
H -7.158799 -5.382950 5.235578 0.5 -0.3 0.1
```
Forces are in eV/Å.

Calculated values
HOMO-LUMO gap (spin up / spin down) ... 8.3 / 7.6 eV
Spin multiplicity ... 5
<S²> ... 6.0206
LUMO level (spin up / spin down) ... 0.11 / -0.55 eV
HOMO level (spin up / spin down) ... -8.138 / -8.138 eV
Electronic energy ... -13708.90701 hartree